ORCA calculation (wB97M-V/def2-TZVPD) on a molecular structure, C26H32LaN11O6S in a non-equilibrium geometry.

Properties
**Energy relative to the best compared isomer or geometry (same formula, charge and spin)**: 18.2 kcal/mol
**DFT total energy**: -67846.6177 eV
**Maximum force**: 2.2 eV/Å

```
! RIJCOSX wB97M-V def2-TZVPD def2/J DEFGRID3
* xyz 2 1
La 9.390 14.034 7.844
N 8.207 14.811 10.039
C 6.967 15.633 9.989
C 6.002 15.126 8.942
N 6.560 15.047 7.575
C 6.629 16.355 6.909
C 7.396 16.310 5.553
N 8.745 15.632 5.662
C 5.645 14.204 6.741
C 6.020 12.768 6.805
N 7.464 12.637 6.425
H 8.158 14.033 10.692
H 8.892 15.393 10.494
H 7.237 16.638 9.737
H 6.477 15.700 10.957
H 5.119 15.824 8.990
H 5.601 14.177 9.293
H 7.177 17.100 7.531
H 5.669 16.832 6.673
H 7.517 17.315 5.162
H 6.772 15.721 4.893
H 9.373 16.320 6.073
H 9.153 15.495 4.759
H 5.795 14.406 5.705
H 4.600 14.442 7.014
H 5.322 12.195 6.169
H 5.857 12.293 7.767
H 7.524 13.019 5.487
H 7.751 11.678 6.352
O 10.963 18.524 8.118
C 10.696 17.271 8.437
O 9.594 16.760 8.313
C 11.831 16.540 9.053
C 13.174 16.909 9.025
C 14.125 16.009 9.558
C 13.619 14.851 10.188
C 12.254 14.665 10.264
N 11.377 15.473 9.663
C 11.607 13.588 11.052
O 12.316 12.930 11.954
O 10.476 13.266 10.794
H 10.235 18.887 7.588
H 13.559 17.827 8.591
H 15.214 16.123 9.392
H 14.324 14.117 10.500
H 13.061 13.506 12.280
S 11.178 6.281 10.045
N 9.839 7.154 10.232
C 10.108 8.378 9.818
C 9.145 9.448 9.809
C 7.846 9.244 10.309
C 7.000 10.328 10.265
C 7.468 11.527 9.648
N 8.692 11.723 9.187
C 9.560 10.680 9.235
C 10.940 10.869 8.802
N 11.300 12.065 8.351
C 12.556 12.242 7.897
C 13.561 11.263 8.007
C 13.209 10.063 8.547
C 11.870 9.809 8.870
C 11.408 8.528 9.335
N 12.139 7.409 9.492
H 7.593 8.293 10.793
H 5.946 10.264 10.546
H 6.763 12.368 9.635
H 12.733 13.175 7.352
H 14.561 11.506 7.655
H 13.904 9.266 8.684
N 10.525 12.989 5.327
N 11.235 14.089 4.759
C 11.873 14.988 5.652
O 12.616 15.818 5.201
O 11.452 14.877 6.877
H 11.201 12.280 5.662
H 10.087 12.521 4.541
H 11.801 13.896 3.957
*
```

=====

ORCA calculation (wB97M-V/def2-TZVPD) on C26H32N2O2 in the gas phase.

Properties
**Energy relative to the best compared isomer or geometry (same formula, charge and spin)**: 0.0 kcal/mol
**DFT total energy**: -34558.7697 eV
**Maximum force**: 0.5 eV/Å

```
! RIJCOSX wB97M-V def2-TZVPD def2/J DEFGRID3
* xyz 0 1
O 0.220 1.916 -1.795
C 0.387 1.928 -0.586
N 1.557 1.945 0.054
C 2.846 1.923 -0.584
C 3.705 0.734 -0.122
C 2.991 -0.591 -0.337
C 2.219 -0.801 -1.476
C 1.632 -2.027 -1.728
C 1.812 -3.083 -0.853
C 2.576 -2.891 0.283
C 3.156 -1.660 0.537
C 5.033 0.700 -0.906
C 5.975 -0.070 0.011
C 5.623 0.430 1.417
C 4.175 0.951 1.332
C -0.791 1.951 0.391
O -0.620 1.939 1.599
N -1.962 2.028 -0.245
C -3.242 1.922 0.406
C -3.925 0.579 0.085
C -2.934 -0.536 0.379
C -2.445 -0.670 1.676
C -1.515 -1.641 1.995
C -1.057 -2.512 1.023
C -1.542 -2.398 -0.266
C -2.465 -1.417 -0.585
C -5.211 0.377 0.903
C -5.951 -0.720 0.137
C -5.591 -0.498 -1.343
C -4.490 0.572 -1.344
H 1.501 1.929 1.066
H 3.379 2.855 -0.357
H 2.667 1.895 -1.660
H 2.062 -0.007 -2.189
H 1.039 -2.156 -2.621
H 1.368 -4.046 -1.056
H 2.730 -3.705 0.977
H 3.754 -1.557 1.428
H 4.921 0.230 -1.882
H 5.397 1.719 -1.049
H 7.022 0.099 -0.235
H 5.772 -1.138 -0.074
H 6.294 1.239 1.706
H 5.731 -0.362 2.158
H 3.515 0.462 2.046
H 4.158 2.018 1.559
H -1.912 1.981 -1.256
H -3.881 2.754 0.091
H -3.051 2.012 1.478
H -2.781 -0.001 2.454
H -1.145 -1.714 3.007
H -0.328 -3.270 1.267
H -1.198 -3.074 -1.035
H -2.811 -1.358 -1.605
H -5.019 0.096 1.936
H -5.790 1.302 0.897
H -7.026 -0.680 0.309
H -5.593 -1.696 0.467
H -6.455 -0.163 -1.917
H -5.238 -1.426 -1.790
H -3.737 0.401 -2.110
H -4.935 1.550 -1.538
*
```

=====

ORCA calculation (wB97M-V/def2-TZVPD) on a molecular structure, C26H32N3OReSb2 in a non-equilibrium geometry.

Properties
**DFT total energy**: -49176.6004 eV
**⟨S²⟩**: 3.803
**Maximum force**: 1.2 eV/Å

```
! RIJCOSX wB97M-V def2-TZVPD def2/J DEFGRID3
* xyz 3 4
Re -0.990 0.351 0.219
C -2.690 1.008 4.151
C -2.057 1.102 2.815
N -1.610 0.081 2.148
N -1.697 -1.194 2.648
C -1.408 -2.042 1.695
O -1.100 -1.620 0.452
C -1.381 -3.471 1.932
C -1.260 -4.339 0.842
C -1.261 -5.705 1.048
C -1.371 -6.207 2.338
C -1.485 -5.346 3.426
C -1.495 -3.980 3.230
C -1.879 2.385 2.105
C -2.265 3.593 2.638
C -2.086 4.758 1.898
C -1.515 4.682 0.638
C -1.144 3.445 0.151
N -1.317 2.312 0.858
H -2.744 -0.027 4.471
H -3.700 1.427 4.120
H -2.121 1.584 4.885
H -1.188 -3.940 -0.161
H -1.186 -6.382 0.207
H -1.374 -7.277 2.497
H -1.573 -5.746 4.427
H -1.595 -3.303 4.068
H -2.706 3.625 3.624
H -2.395 5.713 2.304
H -1.359 5.565 0.033
H -0.690 3.339 -0.825
C -2.258 -0.834 -3.596
Sb -0.867 0.268 -2.453
C -0.732 2.100 -3.509
C 0.978 -0.805 -3.190
C 2.087 0.109 -3.272
C 2.280 0.857 -4.462
C 3.308 1.745 -4.571
C 4.187 1.942 -3.476
C 4.025 1.230 -2.302
C 3.005 0.295 -2.169
C 2.930 -0.536 -0.951
Sb 1.617 0.139 0.651
C 2.468 1.952 1.323
C 2.033 -1.300 2.134
H -1.954 -0.776 -4.640
H -3.246 -0.392 -3.475
H -2.272 -1.868 -3.259
H -0.769 1.894 -4.578
H 0.199 2.608 -3.264
H -1.584 2.727 -3.245
H 0.628 -1.152 -4.162
H 1.078 -1.627 -2.488
H 1.614 0.692 -5.301
H 3.465 2.290 -5.493
H 5.010 2.640 -3.570
H 4.736 1.365 -1.495
H 3.889 -0.541 -0.430
H 2.629 -1.566 -1.131
H 3.485 1.751 1.659
H 1.873 2.314 2.160
H 2.480 2.689 0.523
H 3.113 -1.337 2.268
H 1.655 -2.271 1.819
H 1.552 -0.994 3.061
*
```

=====

ORCA calculation (wB97M-V/def2-TZVPD) on C26H32N4O6S in the gas phase.

Properties
**Energy relative to the best compared isomer or geometry (same formula, charge and spin)**: 22.1 kcal/mol
**DFT total energy**: -56563.3889 eV
**Maximum force**: 0.8 eV/Å

```
! RIJCOSX wB97M-V def2-TZVPD def2/J DEFGRID3
* xyz 0 1
C -2.713 -1.905 1.584
O -2.437 -0.531 1.583
C -1.610 -0.147 2.655
C -1.344 1.350 2.598
N -0.576 1.716 1.428
C -0.908 2.818 0.728
O -1.670 3.671 1.133
C -0.136 3.047 -0.569
S 0.311 1.541 -1.468
C -1.256 0.753 -1.444
N -2.227 1.451 -0.984
C -3.466 0.892 -0.908
C -4.518 1.630 -0.356
C -5.774 1.074 -0.290
C -6.012 -0.213 -0.774
C -4.985 -0.952 -1.314
C -3.699 -0.409 -1.383
C -2.587 -1.185 -1.908
O -2.661 -2.329 -2.323
N -1.355 -0.524 -1.908
C -0.212 -1.267 -2.402
C 0.178 -2.424 -1.479
C 0.638 -1.969 -0.108
O 0.478 -0.846 0.328
N 1.194 -2.958 0.632
C 1.908 -2.675 1.857
C 3.409 -2.460 1.592
C 3.583 -1.416 0.524
C 3.812 -1.773 -0.793
C 3.883 -0.800 -1.769
C 3.722 0.551 -1.476
O 3.844 1.363 -2.561
C 3.640 2.755 -2.474
C 3.478 0.922 -0.139
O 3.315 2.253 0.152
C 3.003 2.623 1.473
C 3.418 -0.071 0.828
H -3.237 -2.203 2.502
H -3.348 -2.104 0.724
H -1.789 -2.495 1.503
H -0.656 -0.696 2.602
H -2.095 -0.394 3.614
H -0.801 1.645 3.506
H -2.288 1.901 2.562
H -0.074 0.962 0.974
H 0.812 3.542 -0.348
H -0.737 3.686 -1.215
H -4.307 2.620 0.016
H -6.589 1.638 0.140
H -7.007 -0.631 -0.719
H -5.142 -1.953 -1.688
H 0.629 -0.582 -2.521
H -0.488 -1.685 -3.376
H -0.686 -3.083 -1.362
H 0.980 -2.989 -1.958
H 1.404 -3.834 0.180
H 1.477 -1.760 2.268
H 1.753 -3.497 2.561
H 3.886 -2.150 2.523
H 3.859 -3.401 1.269
H 3.943 -2.811 -1.063
H 4.067 -1.061 -2.800
H 2.622 2.988 -2.158
H 3.800 3.126 -3.487
H 4.353 3.229 -1.796
H 3.809 2.361 2.166
H 2.892 3.707 1.453
H 2.064 2.171 1.809
H 3.229 0.197 1.856
*
```

=====

ORCA calculation (wB97M-V/def2-TZVPD) on a molecular structure, C26H32N4O7S3Se2W in a non-equilibrium geometry.

Properties
**Energy relative to the best compared isomer or geometry (same formula, charge and spin)**: 41.4 kcal/mol
**DFT total energy**: -212798.7815 eV
**Maximum force**: 1.9 eV/Å

```
! RIJCOSX wB97M-V def2-TZVPD def2/J DEFGRID3
* xyz 0 1
W -0.754 0.139 -0.720
O -0.504 4.873 0.428
C -0.268 3.891 -0.576
C -1.466 3.868 -1.524
C -1.774 5.328 -1.923
O -2.863 5.456 -2.825
C -2.710 3.319 -0.841
Se -2.924 1.362 -0.726
C -1.144 3.099 -2.810
Se 0.010 1.518 -2.660
H 0.268 4.900 1.000
H -0.127 2.914 -0.115
H 0.646 4.113 -1.140
H -0.865 5.773 -2.344
H -2.044 5.895 -1.036
H -2.647 5.006 -3.647
H -3.596 3.628 -1.391
H -2.771 3.689 0.180
H -0.594 3.738 -3.504
H -2.062 2.756 -3.288
N 6.219 -0.236 -4.873
C 5.421 -0.064 -3.762
C 4.552 1.027 -3.671
C 3.754 1.197 -2.558
C 3.823 0.294 -1.504
C 4.712 -0.773 -1.567
C 5.506 -0.949 -2.682
S 2.610 0.402 -0.234
O 2.064 1.728 -0.303
O 3.191 -0.020 1.013
N 1.419 -0.645 -0.700
C 1.447 -1.932 -0.188
S 2.776 -2.723 0.618
C 1.835 -4.157 0.739
C 0.608 -3.942 0.222
N 0.395 -2.693 -0.300
H 5.975 0.263 -5.709
H 6.639 -1.137 -5.016
H 4.499 1.738 -4.488
H 3.065 2.028 -2.497
H 4.805 -1.453 -0.732
H 6.203 -1.777 -2.723
H 2.228 -5.049 1.199
H -0.190 -4.671 0.190
O -3.740 -1.748 1.548
C -3.300 -2.050 0.483
C -3.841 -3.143 -0.455
C -3.074 -2.959 -1.771
C -2.021 -2.005 -1.340
O -1.263 -1.374 -2.139
N -2.151 -1.482 -0.130
H -4.919 -3.041 -0.551
H -3.636 -4.104 0.017
H -3.653 -2.442 -2.537
H -2.680 -3.874 -2.210
C -1.694 -4.323 4.824
C -1.583 -2.875 4.424
C -0.481 -2.409 3.715
C -0.385 -1.080 3.328
C -1.404 -0.187 3.645
C -2.513 -0.644 4.349
C -2.594 -1.971 4.735
S -1.356 1.505 3.122
C 0.350 1.940 3.509
O -0.301 0.616 0.818
H -0.724 -4.818 4.789
H -2.367 -4.861 4.152
H -2.096 -4.424 5.833
H 0.316 -3.096 3.449
H 0.477 -0.748 2.764
H -3.317 0.043 4.581
H -3.467 -2.315 5.279
H 1.046 1.457 2.823
H 0.577 1.670 4.538
H 0.426 3.021 3.393
*
```

=====

ORCA calculation (wB97M-V/def2-TZVPD) on a molecular structure, C26H32N6O5STb in a non-equilibrium geometry.

Properties
**Energy relative to the best compared isomer or geometry (same formula, charge and spin)**: 11.2 kcal/mol
**DFT total energy**: -79927.4115 eV
**⟨S²⟩**: 12.687
**Maximum force**: 1.9 eV/Å

```
! RIJCOSX wB97M-V def2-TZVPD def2/J DEFGRID3
* xyz -1 7
Tb 0.861 -0.500 -0.083
N -0.743 1.879 3.619
C -0.006 1.299 2.638
O -0.445 1.242 1.496
C 1.349 0.788 3.038
C 2.271 0.639 1.820
H -1.681 2.183 3.409
H -0.457 1.829 4.580
H 1.182 -0.195 3.499
H 1.753 1.447 3.828
H 3.169 0.091 2.126
H 2.602 1.645 1.520
O -1.064 -1.523 1.287
C -2.295 -1.445 1.261
C -3.109 -0.679 0.373
C -4.490 -0.670 0.562
C -5.326 0.098 -0.236
C -4.771 0.892 -1.271
C -3.435 0.881 -1.495
C -2.522 0.082 -0.714
O -1.303 0.051 -0.991
N -6.715 0.080 -0.034
O -7.434 0.754 -0.780
O -7.171 -0.616 0.879
H -2.873 -2.021 2.017
H -4.927 -1.269 1.349
H -5.434 1.499 -1.871
H -2.993 1.463 -2.291
C 0.203 -2.579 -1.573
H 0.696 -3.561 -1.644
H 0.233 -2.169 -2.598
H -0.856 -2.801 -1.371
S 2.128 -2.464 2.875
C 0.796 -3.429 2.702
N 0.497 -3.862 1.406
C -0.536 -4.694 1.177
C -1.294 -5.129 2.227
C -0.957 -4.647 3.509
N 0.046 -3.831 3.729
H 0.976 -3.389 0.630
H -0.718 -4.977 0.151
H -2.119 -5.803 2.085
H -1.523 -4.946 4.382
C 0.952 4.069 0.141
N 0.347 4.070 -1.177
C -1.027 4.517 -1.117
C 0.430 2.747 -1.794
C 1.866 2.320 -1.996
C 2.707 3.244 -2.608
C 4.048 2.972 -2.799
C 4.539 1.749 -2.378
C 3.690 0.834 -1.773
C 2.320 1.063 -1.549
H 0.930 5.082 0.550
H 1.986 3.739 0.052
H 0.431 3.391 0.831
H -1.060 5.541 -0.737
H -1.650 3.880 -0.468
H -1.463 4.505 -2.119
H -0.073 2.829 -2.766
H -0.107 1.989 -1.191
H 2.300 4.199 -2.912
H 4.704 3.712 -3.244
H 5.590 1.514 -2.508
H 4.130 -0.101 -1.437
C 4.011 -3.454 -2.767
C 3.462 -2.880 -1.569
N 2.942 -2.393 -0.669
H 3.534 -4.415 -2.962
H 5.087 -3.594 -2.662
H 3.806 -2.773 -3.593
*
```